(1)
{"formula": "C6H3FS", "method": "the ωB97M-V functional and the def2-TZVPD basis", "elements": ["C", "C", "C", "C", "C", "S", "C", "F", "H", "H", "H"], "xyz": [[0.24575, 2.59199, -2.68083], [0.41979, 1.71271, -1.90664], [0.47127, 0.73209, -0.90976], [0.54378, 0.01498, 0.08673], [0.57705, -0.81644, 1.18143], [1.98179, -1.07002, 2.04949], [-0.79317, -1.62481, 1.36994], [-1.71981, -1.14644, 0.45703], [0.19533, 3.73924, -3.16673], [-1.27394, -1.38845, 2.38885], [-0.64783, -2.74483, 1.13048]], "atomic_forces_ev_per_a": [[-0.2, 6.0, -2.6], [0.0, -2.6, 2.1], [0.2, -0.2, 1.1], [-0.1, 2.2, -2.9], [0.2, -2.3, 1.5], [-1.8, 0.2, -0.7], [0.3, 0.1, 0.7], [0.1, -0.1, -0.1], [0.1, -4.3, 1.4], [1.2, -0.8, -1.3], [0.0, 1.8, 0.8]], "gap_ev": 7.56, "smiles": "C#CC#CC(=S)CF"}

(2)
{"formula": "C6H3I", "method": "the ωB97M-V functional and the def2-TZVPD basis", "elements": ["C", "C", "C", "C", "C", "C", "I", "H", "H", "H"], "xyz": [[0.24425, 1.24780, 0.02884], [1.44945, 0.63139, -0.04971], [-0.81271, 1.80657, -0.06181], [-1.70577, -0.80718, 0.32923], [-1.28065, -1.77328, -0.30344], [2.45324, 0.00865, 0.10628], [4.28614, -0.79277, 0.04243], [-1.62978, 2.40629, -0.23962], [-1.24110, -2.60548, -1.03345], [-1.76307, -0.12197, 1.18124]], "atomic_forces_ev_per_a": [[8.0, -4.1, -0.3], [-8.9, 6.2, -0.9], [-4.0, 2.1, 0.1], [1.4, -2.0, 0.3], [-1.7, 0.9, -0.2], [6.7, -5.3, 1.7], [-0.4, 0.5, -0.3], [-1.1, 0.9, -0.4], [0.3, 1.1, 1.0], [-0.3, -0.5, -1.0]], "gap_ev": [5.53, 6.05], "multiplicity": 3}

(3)
{"formula": "C6H3N", "method": "the ωB97M-V functional and the def2-TZVPD basis", "elements": ["C", "C", "C", "C", "C", "C", "N", "H", "H", "H"], "xyz": [[0.38011, -0.64056, -1.55052], [-0.26083, 0.26747, -0.67771], [-0.74882, 1.25204, -0.11816], [-1.03867, 1.61877, 1.15489], [-0.90090, 1.00006, 2.23363], [0.01600, 0.02479, 2.26815], [0.75235, -0.68210, 1.69354], [0.10277, -0.67643, -2.54379], [0.22721, -1.64125, -0.95643], [1.47079, -0.52279, -1.50360]], "atomic_forces_ev_per_a": [[1.7, -3.0, 3.4], [-0.8, 3.0, -0.3], [-0.1, -0.9, -1.1], [0.4, -1.5, 2.2], [-1.8, 2.9, -1.0], [2.1, -1.8, -0.9], [-0.5, 0.0, 1.4], [-1.1, -0.1, -1.9], [0.2, 1.3, -1.7], [-0.2, 0.3, 0.0]], "gap_ev": [8.49, 8.49], "smiles": "CC#CC#CC#N"}

(4)
{"formula": "C6H3N4OS2", "method": "the ωB97M-V functional and the def2-TZVPD basis", "elements": ["O", "C", "C", "C", "C", "C", "S", "N", "N", "N", "N", "C", "S", "H", "H", "H"], "xyz": [[0.09236, -1.87516, -1.40895], [0.16796, -1.02217, -0.53355], [-0.59796, 0.21415, -0.55711], [-0.51602, 1.38258, 0.15559], [-1.40036, 2.34152, -0.25700], [-2.06146, 2.02069, -1.40734], [-1.70352, 0.40670, -1.94520], [0.96522, -1.25643, 0.57441], [1.16701, -0.36911, 1.54361], [2.00369, -0.94070, 2.39205], [2.40044, -2.14768, 1.95081], [1.79260, -2.35753, 0.81020], [2.05307, -3.59410, -0.33524], [0.20552, 1.30888, 0.91299], [-1.66413, 3.31481, 0.07023], [-2.90441, 2.57354, -1.96552]], "atomic_forces_ev_per_a": [[-0.6, 1.5, 0.5], [0.1, -1.7, -0.7], [-1.0, 1.0, -1.9], [0.5, -2.3, 0.0], [-1.6, 1.6, -1.9], [-1.7, -0.9, -1.5], [0.6, 0.6, 1.3], [0.8, -0.8, -0.2], [1.1, -0.2, 2.6], [-1.0, 0.9, -1.3], [0.0, 0.8, 1.1], [-0.2, -1.3, -2.5], [0.2, -0.1, 0.8], [0.5, 0.9, 1.3], [0.5, 0.7, 1.1], [1.7, -0.8, 1.2]], "gap_ev": 6.27, "total_charge": -1, "smiles": "O=C(c1cccs1)n1nnnc1[S-]"}

(5)
{"formula": "C6H3O5Yb", "method": "the ωB97M-V functional and the def2-TZVPD basis", "elements": ["C", "C", "O", "C", "O", "H", "Yb", "O", "C", "C", "O", "O", "C", "H", "H"], "xyz": [[-1.49087, -0.67571, 0.62999], [-1.00085, 0.60190, 1.11364], [-2.15900, 2.33816, 2.34300], [-2.05159, 1.66974, 1.38301], [-0.77752, -1.32944, -0.17826], [-2.45758, -1.03880, 1.00763], [-1.23810, -3.37315, -1.50332], [1.79017, 0.71765, -1.05220], [1.33863, 1.99406, -1.09721], [1.21904, 0.08043, 0.01975], [1.61849, 2.79469, -1.93328], [0.41186, 2.14485, -0.13496], [0.34734, 0.97297, 0.61231], [1.81554, -0.69335, 0.49494], [-0.26423, 0.53221, 2.12369]], "atomic_forces_ev_per_a": [[1.3, -1.2, -0.8], [3.5, 0.8, 3.4], [0.4, -1.0, -1.5], [-0.9, 1.6, 1.5], [-1.8, -0.6, 0.5], [0.0, 0.1, -0.2], [0.0, 0.0, 0.0], [0.0, -2.7, 2.0], [0.5, 2.7, -3.0], [3.4, 1.7, -1.0], [-0.3, -1.4, 1.6], [-0.8, -1.1, 2.5], [-2.6, 2.3, -4.2], [-0.4, -0.6, -0.5], [-2.4, -0.8, -0.3]], "gap_ev": [5.40, 7.53], "total_charge": 3, "multiplicity": 3}

(6)
{"formula": "C6H4", "method": "the ωB97M-V functional and the def2-TZVPD basis", "elements": ["C", "C", "C", "C", "C", "C", "H", "H", "H", "H"], "xyz": [[0.55629, -1.79522, -1.37117], [0.80334, -0.55184, -1.02752], [1.25681, 0.67014, -0.91047], [1.06002, 1.60642, -0.03677], [0.57214, 2.32467, 1.12865], [0.00024, 1.14423, 0.85232], [-0.30119, -2.49147, -1.19558], [1.19426, -2.27569, -2.23455], [0.86343, 3.25262, 1.73016], [-0.68197, 0.33695, 0.87579]], "atomic_forces_ev_per_a": [[0.8, -1.8, -2.6], [0.8, -0.1, -1.4], [0.0, -2.4, -1.3], [-1.3, -0.5, 1.4], [0.1, -0.4, 0.2], [0.9, 4.9, 1.8], [0.7, 1.2, 0.6], [-0.9, 1.0, 1.7], [-0.8, -1.6, -0.8], [-0.4, -0.4, 0.3]], "gap_ev": 8.50, "smiles": "C=C=C=C1C=C1"}

Energy values (in eV) by entry order: -19817.7860, -14360.1610, -7753.4681, -35948.8316, -47998.6383, -6278.6134.